# 1
{"formula": "C21H31BCl5F4N5O8PRb", "method": "wB97M-V/def2-TZVPD", "elements": ["Rb", "N", "C", "C", "N", "C", "C", "N", "H", "H", "H", "H", "H", "H", "H", "H", "H", "H", "H", "H", "H", "Cl", "C", "C", "Cl", "C", "Cl", "C", "O", "C", "Cl", "C", "Cl", "O", "C", "O", "C", "C", "N", "N", "C", "C", "O", "O", "H", "H", "H", "C", "C", "O", "P", "O", "C", "C", "O", "C", "C", "H", "H", "H", "H", "H", "H", "H", "H", "H", "H", "H", "H", "H", "H", "H", "F", "B", "F", "F", "F"], "xyz": [[-0.544, -1.158, 0.331], [1.600, 0.153, -2.133], [2.968, 0.617, -2.305], [3.349, 1.600, -1.214], [3.194, 1.001, 0.100], [3.314, 1.954, 1.192], [2.367, 1.557, 2.318], [1.002, 1.579, 1.821], [1.249, -0.308, -2.962], [0.953, 0.916, -1.926], [3.150, 1.096, -3.280], [3.636, -0.251, -2.237], [2.728, 2.508, -1.312], [4.392, 1.907, -1.360], [2.239, 0.651, 0.138], [3.034, 2.969, 0.858], [4.349, 2.005, 1.553], [2.542, 2.207, 3.187], [2.591, 0.535, 2.636], [0.554, 2.476, 1.945], [0.427, 0.864, 2.260], [-4.028, 2.751, -6.156], [-3.049, 2.523, -4.742], [-2.806, 1.244, -4.238], [-3.497, -0.128, -5.040], [-2.021, 1.060, -3.118], [-1.725, -0.530, -2.497], [-1.413, 2.144, -2.399], [-0.703, 1.975, -1.383], [-1.692, 3.436, -2.960], [-0.978, 4.787, -2.146], [-2.477, 3.610, -4.083], [-2.760, 5.211, -4.695], [-3.455, -1.338, 5.759], [-4.156, -0.525, 5.001], [-5.258, -0.129, 5.329], [-3.539, -0.052, 3.728], [-4.229, 0.752, 2.854], [-3.397, 1.030, 1.839], [-2.198, 0.449, 1.975], [-2.268, -0.226, 3.114], [-1.078, -1.067, 3.537], [-1.234, -1.816, 4.524], [-0.030, -0.933, 2.867], [-2.522, -1.495, 5.362], [-5.236, 1.126, 2.906], [-3.580, 1.566, 1.008], [3.215, -4.359, -3.555], [3.859, -4.137, -2.200], [2.917, -4.190, -1.138], [2.007, -2.815, -0.911], [1.532, -3.137, 0.616], [2.393, -2.737, 1.704], [3.259, -3.898, 2.142], [0.622, -3.193, -1.658], [-0.068, -4.445, -1.399], [-0.695, -4.896, -2.696], [3.972, -4.336, -4.342], [2.474, -3.588, -3.770], [2.708, -5.324, -3.584], [4.393, -3.180, -2.180], [4.589, -4.925, -1.996], [1.726, -2.400, 2.498], [3.006, -1.886, 1.385], [2.636, -4.726, 2.480], [3.895, -3.584, 2.973], [3.890, -4.254, 1.328], [-0.822, -4.268, -0.640], [0.650, -5.172, -1.015], [-1.375, -4.133, -3.072], [-1.273, -5.807, -2.525], [0.062, -5.098, -3.457], [-3.449, -2.416, 1.768], [-3.307, -3.358, 0.744], [-3.161, -2.668, -0.479], [-2.132, -4.106, 0.985], [-4.409, -4.209, 0.683]], "e_homo_ev": -3.03, "largest_force_ha_per_bohr": 0.0133, "lumo_ha": 0.1349, "charge": -2, "homo_lumo_gap_ev": 6.702}

# 2
{"formula": "C4H7FN2", "method": "wB97M-V/def2-TZVPD", "elements": ["H", "N", "C", "C", "N", "C", "C", "F", "H", "H", "H", "H", "H", "H"], "xyz": [[2.510, 0.002, 0.906], [1.722, -0.478, 0.421], [0.849, 0.262, -0.060], [1.022, 1.844, -0.151], [-0.253, -0.162, -0.872], [-0.739, -1.321, -0.155], [-2.031, -1.711, 0.453], [-3.092, -1.178, -0.335], [2.010, 2.142, -0.671], [0.231, 2.558, -0.656], [1.001, 2.064, 0.981], [-0.864, 0.378, -1.356], [0.022, -1.849, 0.492], [-2.389, -2.550, 1.003]], "e_homo_ev": -8.51, "largest_force_ha_per_bohr": 0.1528, "smiles": "[H]/N=C(\\C)N/C=C\\F", "lumo_ha": 0.0284, "charge": 0, "homo_lumo_gap_ev": 9.286}

# 3
{"formula": "C6H8AgNaO6", "method": "wB97M-V/def2-TZVPD", "elements": ["Na", "O", "O", "C", "C", "O", "C", "H", "H", "H", "H", "Ag", "O", "O", "C", "C", "O", "C", "H", "H", "H", "H"], "xyz": [[-0.939, -1.738, 1.316], [0.407, -0.173, 0.625], [-0.301, 2.281, 1.563], [-0.696, 2.132, 2.933], [-1.796, 1.081, 2.845], [-1.607, 0.519, 1.530], [-0.600, 1.178, 0.816], [0.161, 1.826, 3.547], [-1.052, 3.104, 3.292], [-2.815, 1.484, 2.883], [-1.709, 0.322, 3.634], [0.649, 1.277, -1.393], [2.144, -0.018, -0.648], [2.287, -2.114, -0.720], [1.786, -2.465, -2.011], [0.262, -2.163, -1.958], [0.403, -1.960, -0.299], [1.503, -1.043, -0.209], [2.281, -1.843, -2.770], [1.933, -3.550, -2.088], [-0.405, -3.032, -1.813], [-0.090, -1.749, -2.917]], "e_homo_ev": [-6.65, -6.65], "largest_force_ha_per_bohr": 0.1457, "lumo_ha": [-0.0199, -0.0199], "charge": 0, "homo_lumo_gap_ev": [6.109, 6.111]}

# 4
{"formula": "C17H18BN7O2OsS2", "method": "wB97M-V/def2-TZVPD", "elements": ["H", "N", "B", "N", "C", "Os", "H", "C", "H", "C", "H", "C", "H", "H", "H", "N", "N", "N", "N", "C", "C", "H", "H", "C", "C", "C", "C", "H", "H", "H", "H", "H", "O", "S", "O", "N", "C", "S", "C", "C", "C", "C", "C", "C", "H", "H", "H", "H"], "xyz": [[1.029, 3.413, 0.165], [0.548, 1.954, -1.268], [0.307, 0.480, -3.321], [0.621, 1.856, -2.668], [0.979, 3.058, -3.114], [0.448, 0.380, -0.155], [1.049, 3.253, -4.161], [1.198, 3.927, -2.054], [1.505, 4.950, -2.041], [0.947, 3.209, -0.892], [0.291, 0.566, -4.520], [-1.267, -2.295, 1.560], [-0.840, -2.797, 2.443], [-0.467, -1.936, 0.802], [-1.868, -3.169, 1.277], [-1.117, 0.113, -2.772], [1.230, -0.654, -2.870], [-1.327, 0.017, -1.406], [1.336, -0.897, -1.508], [-2.267, -0.167, -3.434], [2.035, -1.503, -3.503], [-2.288, -0.143, -4.513], [2.121, -1.505, -4.550], [-3.238, -0.492, -2.485], [2.674, -2.328, -2.610], [-2.614, -0.391, -1.234], [2.218, -1.939, -1.358], [-4.277, -0.780, -2.662], [3.387, -3.103, -2.787], [-2.957, -0.576, -0.217], [2.494, -2.302, -0.392], [-1.994, -1.443, 1.846], [2.476, 2.656, 5.820], [2.389, 1.269, 5.440], [3.222, 0.269, 6.060], [2.475, 1.141, 3.775], [1.414, 0.702, 3.170], [1.774, 0.186, 1.474], [0.267, 0.477, 4.079], [-1.078, 0.116, 3.898], [-1.885, -0.145, 5.011], [-1.363, 0.069, 6.298], [-0.059, 0.531, 6.512], [0.710, 0.729, 5.385], [-1.489, 0.069, 2.892], [-2.915, -0.520, 4.883], [-1.986, -0.105, 7.162], [0.375, 0.737, 7.491]], "e_homo_ev": [-14.30, -15.02], "largest_force_ha_per_bohr": 0.0788, "lumo_ha": [-0.2965, -0.4083], "charge": 2, "homo_lumo_gap_ev": [6.233, 3.913], "multiplicity": 5, "s2": 6.05}

# 5
{"formula": "C2H8INO2", "method": "wB97M-V/def2-TZVPD", "elements": ["O", "H", "H", "H", "I", "O", "C", "N", "C", "H", "H", "H", "H", "H"], "xyz": [[-0.285, 0.791, 2.072], [0.564, 1.336, 1.800], [-1.006, 1.077, 1.470], [-0.128, -0.164, 2.051], [2.466, 2.474, 1.378], [-1.105, 0.781, -0.222], [-0.368, -0.084, -0.682], [0.940, -0.199, -0.333], [-0.892, -1.162, -1.606], [1.491, 0.587, 0.040], [1.391, -1.087, -0.459], [-1.797, -1.626, -1.217], [-0.187, -1.990, -1.703], [-1.083, -0.736, -2.589]], "e_homo_ev": -8.09, "largest_force_ha_per_bohr": 0.0360, "lumo_ha": -0.0058, "charge": 0, "homo_lumo_gap_ev": 7.927}

# 6
{"formula": "C4H12O", "method": "wB97M-V/def2-TZVPD", "elements": ["C", "C", "C", "H", "H", "H", "H", "H", "H", "H", "H", "C", "O", "H", "H", "H", "H"], "xyz": [[-0.451, 1.786, 0.411], [-0.147, 3.244, 0.748], [0.794, 3.875, -0.250], [0.171, 1.751, -0.488], [-1.452, 1.563, 0.358], [-0.108, 1.034, 1.138], [0.187, 3.255, 1.764], [-1.198, 3.758, 1.015], [0.335, 4.825, -0.456], [1.782, 3.875, 0.183], [1.044, 3.240, -1.135], [-0.145, -4.862, -0.157], [-0.033, -3.641, -0.812], [0.784, -5.139, 0.428], [-1.129, -4.944, 0.399], [-0.251, -5.463, -1.054], [-0.214, -2.887, -0.173]], "e_homo_ev": -10.39, "largest_force_ha_per_bohr": 0.0750, "smiles": "CCC.CO", "lumo_ha": 0.0296, "charge": 0, "homo_lumo_gap_ev": 11.192}

# 7
{"formula": "C39H99Li2N4O13", "method": "wB97M-V/def2-TZVPD", "elements": ["Li", "Li", "C", "C", "C", "O", "H", "H", "H", "H", "H", "H", "H", "C", "O", "C", "C", "N", "C", "C", "O", "C", "H", "H", "H", "H", "H", "H", "H", "H", "H", "H", "H", "H", "H", "H", "H", "C", "O", "C", "C", "N", "C", "C", "O", "C", "H", "H", "H", "H", "H", "H", "H", "H", "H", "H", "H", "H", "H", "H", "H", "C", "O", "C", "C", "N", "C", "C", "O", "C", "H", "H", "H", "H", "H", "H", "H", "H", "H", "H", "H", "H", "H", "H", "H", "C", "O", "C", "C", "N", "C", "C", "O", "C", "H", "H", "H", "H", "H", "H", "H", "H", "H", "H", "H", "H", "H", "H", "H", "C", "C", "C", "O", "H", "H", "H", "H", "H", "H", "H", "H", "C", "C", "C", "O", "H", "H", "H", "H", "H", "H", "H", "H", "C", "C", "C", "O", "H", "H", "H", "H", "H", "H", "H", "H", "C", "C", "C", "O", "H", "H", "H", "H", "H", "H", "H", "H"], "xyz": [[-0.181, -3.329, 3.578], [2.399, -3.009, 2.719], [0.621, 0.713, 2.279], [0.195, -0.659, 1.756], [0.476, -0.675, 0.239], [0.758, -1.775, 2.420], [0.422, 0.713, 3.350], [-0.042, 1.480, 1.878], [1.635, 0.956, 1.960], [-0.893, -0.653, 1.810], [0.213, 0.262, -0.252], [-0.038, -1.511, -0.235], [1.541, -0.760, 0.025], [1.140, -0.319, 8.039], [0.197, -1.132, 7.387], [0.110, -1.009, 5.974], [-1.273, -1.409, 5.499], [-1.403, -2.807, 5.183], [-2.692, -3.102, 4.602], [-2.840, -2.992, 3.064], [-1.815, -3.752, 2.487], [-1.883, -3.785, 1.043], [0.931, -0.481, 9.097], [0.869, 0.712, 7.811], [2.167, -0.619, 7.830], [0.875, -1.556, 5.423], [0.198, 0.053, 5.743], [-1.452, -0.764, 4.639], [-2.034, -1.147, 6.234], [-1.435, -3.186, 6.119], [-3.470, -2.467, 5.026], [-3.068, -4.072, 4.927], [-2.714, -1.934, 2.838], [-3.889, -3.186, 2.841], [-2.840, -4.175, 0.696], [-1.059, -4.409, 0.697], [-1.735, -2.772, 0.670], [0.791, 0.351, -3.242], [0.679, 1.047, -4.439], [-0.318, 1.996, -4.317], [-0.913, 2.464, -5.715], [-1.819, 1.531, -6.377], [-1.098, 0.401, -7.017], [-2.064, -0.374, -7.836], [-1.304, -1.451, -8.399], [-2.017, -2.230, -9.300], [1.640, -0.331, -3.286], [-0.059, -0.276, -2.971], [0.972, 0.994, -2.381], [0.197, 2.827, -3.836], [-1.126, 1.774, -3.620], [-0.074, 2.619, -6.395], [-1.326, 3.461, -5.565], [-2.535, 1.123, -5.793], [-0.669, -0.195, -6.212], [-0.305, 0.811, -7.642], [-2.550, 0.314, -8.529], [-2.902, -0.785, -7.274], [-2.633, -1.712, -10.035], [-2.653, -2.976, -8.823], [-1.233, -2.698, -9.896], [-3.476, 4.127, -2.198], [-4.215, 2.917, -2.474], [-4.455, 2.831, -3.906], [-4.894, 1.441, -4.204], [-3.740, 0.504, -4.327], [-4.219, -0.892, -4.494], [-3.077, -1.899, -4.323], [-2.482, -1.857, -3.023], [-1.490, -2.831, -2.846], [-2.472, 4.117, -2.624], [-3.357, 4.257, -1.122], [-4.038, 4.988, -2.558], [-3.554, 3.058, -4.477], [-5.212, 3.563, -4.188], [-5.433, 1.305, -5.142], [-5.632, 1.046, -3.505], [-3.259, 0.586, -3.443], [-4.675, -0.992, -5.479], [-4.850, -1.162, -3.647], [-2.279, -1.695, -5.038], [-3.504, -2.890, -4.473], [-1.244, -2.833, -1.784], [-0.623, -2.639, -3.478], [-1.801, -3.848, -3.084], [3.899, -0.473, 3.790], [3.985, -1.840, 3.337], [5.056, -2.101, 2.483], [4.925, -3.541, 1.981], [3.687, -3.851, 1.261], [3.513, -3.164, 0.013], [2.295, -3.663, -0.815], [2.648, -4.739, -1.658], [1.495, -5.392, -2.146], [4.760, -0.159, 4.379], [3.000, -0.258, 4.367], [3.765, 0.248, 2.983], [6.029, -1.948, 2.949], [5.031, -1.364, 1.680], [5.030, -4.145, 2.882], [5.800, -3.795, 1.383], [3.617, -4.830, 1.025], [4.446, -3.050, -0.540], [3.280, -2.154, 0.352], [1.859, -2.862, -1.413], [1.439, -3.890, -0.181], [1.669, -6.002, -3.033], [0.746, -4.655, -2.438], [1.048, -6.018, -1.374], [-3.136, 0.267, -0.146], [-4.603, 0.202, -0.477], [-5.423, -0.562, 0.555], [-5.089, 1.524, -0.287], [-2.994, 0.660, 0.861], [-2.570, 0.898, -0.831], [-2.724, -0.742, -0.169], [-4.732, -0.184, -1.488], [-6.465, -0.640, 0.248], [-5.419, -0.149, 1.564], [-5.094, -1.601, 0.558], [-4.762, 2.105, -0.977], [1.855, 2.857, 4.933], [2.712, 3.600, 5.990], [3.328, 2.659, 6.970], [3.848, 4.159, 5.305], [2.342, 2.524, 4.017], [1.074, 3.487, 4.507], [1.302, 2.048, 5.412], [2.156, 4.333, 6.574], [3.808, 1.855, 6.412], [2.636, 2.274, 7.719], [4.016, 3.159, 7.651], [4.437, 3.464, 5.004], [1.679, 3.688, -0.196], [0.191, 3.842, -0.383], [-0.516, 4.510, 0.888], [0.032, 4.719, -1.524], [1.858, 3.021, 0.648], [2.102, 4.661, 0.050], [2.153, 3.287, -1.092], [-0.341, 2.894, -0.460], [-1.566, 4.708, 0.675], [-0.030, 5.406, 1.274], [-0.466, 3.807, 1.720], [0.500, 5.509, -1.242], [4.433, 1.081, -0.182], [5.441, 1.993, 0.614], [4.846, 3.278, 1.140], [6.011, 1.369, 1.786], [3.956, 1.630, -0.995], [3.649, 0.796, 0.520], [4.812, 0.132, -0.559], [6.272, 2.230, -0.050], [4.306, 3.899, 0.425], [5.601, 3.902, 1.620], [4.179, 3.032, 1.966], [6.675, 0.725, 1.528]], "e_homo_ev": -9.47, "largest_force_ha_per_bohr": 0.0556, "lumo_ha": -0.1159, "charge": 1, "homo_lumo_gap_ev": 6.319}

# 8
{"formula": "C6H6N2O2S", "method": "wB97M-V/def2-TZVPD", "elements": ["H", "N", "N", "O", "O", "C", "C", "C", "C", "C", "C", "S", "H", "H", "H", "H", "H"], "xyz": [[-1.938, 2.525, 1.076], [-1.615, 1.692, 0.600], [-2.682, 1.104, 0.333], [-3.853, 1.360, 0.543], [-2.534, 0.031, -0.561], [-1.281, -0.474, -0.870], [-0.133, 0.526, -0.883], [1.008, 0.295, -0.209], [1.168, -0.879, 0.583], [0.192, -1.856, 0.675], [-1.074, -1.707, -0.038], [-2.081, -2.954, -0.202], [-1.558, -0.636, -1.974], [-0.434, 1.438, -1.544], [1.890, 0.934, -0.285], [2.162, -0.869, 1.167], [0.454, -2.772, 1.297]], "e_homo_ev": [-8.56, -8.56], "largest_force_ha_per_bohr": 0.0572, "smiles": "[H]/N=[N+](\\[O-])O[C@H]1C=CC=CC1=S", "lumo_ha": [-0.0464, -0.0464], "charge": 0, "homo_lumo_gap_ev": [7.294, 7.294]}